No. 1
A cluster of 2 separate species, C2H3NO in total at a distorted geometry. Source: OMol25; level of theory: ωB97M-V/def2-TZVPD.

Geometry as ORCA input:
```
! wB97M-V def2-TZVPD RIJCOSX def2/J DEFGRID3
* xyz 0 1
C -0.07709 0.77914 0.08635
C 1.25706 1.13903 -0.03472
N -0.67428 0.51255 1.18059
O 2.18789 1.81335 -0.13579
H -0.53004 0.73856 -0.92556
H 1.79609 -0.97639 -0.35418
H -1.64341 0.23297 1.06678
*
```

Output
- Highest occupied orbital energy (alpha / beta): -9.8 / -8.2 eV
- Frontier orbital gap (alpha / beta): 9.315 / 7.538 eV
- Energy above the lowest of the compared OMol25 structures with the same formula, charge and spin: 107.7 kcal per mole
- F_max: 2.459 eV Å⁻¹

---

No. 2
A cluster of 2 separate species, C26H25F3N2O in total at a distorted geometry. Source: OMol25; level of theory: ωB97M-V/def2-TZVPD.

Geometry as ORCA input:
```
! wB97M-V def2-TZVPD RIJCOSX def2/J DEFGRID3
* xyz 0 1
C 0.43182 3.59911 1.72149
N -0.90718 3.10726 1.80511
C -1.21443 2.11083 0.99982
C -2.45739 1.28652 1.45879
F -2.32578 -0.02211 1.13458
F -2.71221 1.34101 2.80108
F -3.57335 1.75321 0.80435
O -0.69228 1.75213 -0.06254
H 1.00600 3.26216 2.60177
H 0.97125 3.26999 0.81875
H 0.40571 4.69377 1.75012
C -5.18941 -1.05809 4.32737
C -5.29530 -0.38635 5.55109
C -5.72836 0.94153 5.58415
C -6.06476 1.59608 4.39546
C -6.49498 3.04355 4.42674
N -5.89612 3.82284 3.32547
C -6.74517 4.81492 2.63249
C -6.25606 6.24083 2.71178
C -6.17754 6.99740 1.53994
C -5.65626 8.28970 1.56986
C -5.24188 8.84900 2.78158
C -5.39280 8.12137 3.96669
C -5.90639 6.81986 3.93529
C -4.59443 3.71785 3.06696
C -3.93905 4.38270 2.02051
C -2.64987 4.85011 2.16423
C -2.14541 5.97828 1.41776
C -0.99469 6.67870 1.85869
C -0.53295 7.79699 1.17290
C -1.24493 8.29059 0.06974
C -2.39895 7.62461 -0.36577
C -2.82382 6.45887 0.26979
C -5.99804 0.91144 3.17871
C -5.52797 -0.40301 3.13859
H -4.84692 -2.09361 4.29516
H -5.04296 -0.89449 6.48444
H -5.79656 1.49948 6.52214
H -7.58561 3.13644 4.34805
H -6.18887 3.49943 5.38168
H -6.83823 4.51949 1.57494
H -7.74301 4.73241 3.08377
H -6.51789 6.54680 0.60303
H -5.58237 8.85556 0.64053
H -4.82431 9.85808 2.80079
H -5.11947 8.57277 4.92248
H -6.02627 6.24966 4.86124
H -4.01456 3.08384 3.74325
H -4.49219 4.55605 1.09298
H -2.05925 4.47449 3.00203
H -0.47425 6.31765 2.75225
H 0.39000 8.28182 1.49832
H -0.90268 9.18957 -0.44639
H -2.96540 8.00728 -1.21697
H -3.68889 5.90904 -0.11249
H -6.29303 1.40873 2.25181
H -5.42558 -0.91242 2.17868
*
```

Output
- Highest occupied orbital energy: -7.1 eV
- Frontier orbital gap: 6.059 eV
- Energy above the lowest of the compared OMol25 structures with the same formula, charge and spin: 32.1 kcal per mole
- F_max: 1.349 eV Å⁻¹

---

No. 3
An isolated molecule of C3H8N2O at a distorted geometry. Source: OMol25; level of theory: ωB97M-V/def2-TZVPD.

Geometry as ORCA input:
```
! wB97M-V def2-TZVPD RIJCOSX def2/J DEFGRID3
* xyz 0 1
N 0.55867 1.17195 -1.87103
C 0.26204 1.14484 -0.44215
C -0.17871 -0.34407 -0.32445
N -0.76038 -0.65243 1.04126
C -0.14471 -1.73758 1.74958
O -0.74898 -2.11919 2.74655
H -0.04203 1.80915 -2.28841
H 1.52556 1.56575 -1.93354
H -0.58537 1.70179 -0.05941
H 1.27119 1.27105 0.17082
H -1.00735 -0.48867 -1.18130
H 0.67177 -1.02775 -0.49035
H -1.59253 -0.21149 1.52470
H 0.77084 -2.08335 1.35772
*
```

Output
- Structure (SMILES): NCCNC=O
- Highest occupied orbital energy: -9.2 eV
- Frontier orbital gap: 10.075 eV
- Energy above the lowest of the compared OMol25 structures with the same formula, charge and spin: 48.1 kcal per mole
- F_max: 6.242 eV Å⁻¹

---

No. 4
A cluster of 6 separate species, C10H15Cl10N in total at a distorted geometry. Source: OMol25; level of theory: ωB97M-V/def2-TZVPD.

Geometry as ORCA input:
```
! wB97M-V def2-TZVPD RIJCOSX def2/J DEFGRID3
* xyz 0 1
C -1.15699 3.13926 -15.07836
C -1.41247 2.14150 -14.15539
C -0.32638 1.44554 -13.63737
N 0.94445 1.68577 -13.98355
C 1.16844 2.65455 -14.86808
C 0.14088 3.40259 -15.44956
H -1.94550 3.66614 -15.60491
H -2.39132 1.98045 -13.72729
H -0.47443 0.72558 -12.84460
H 2.19001 2.78528 -15.20238
H 0.43445 4.17523 -16.14801
Cl 4.34621 1.37097 -8.30093
C 2.70204 0.95798 -7.80302
Cl 2.03576 2.18411 -6.74506
H 2.06728 0.82694 -8.67365
H 2.73453 0.00183 -7.28895
Cl -5.13690 3.63705 -10.85001
C -6.44348 4.76297 -11.33739
Cl -5.78469 6.09062 -12.26402
H -7.19254 4.27453 -11.94708
H -6.84093 5.12021 -10.39548
Cl -0.43086 1.51655 -9.81951
C -2.17028 1.12671 -9.98274
Cl -2.96718 1.34027 -8.41433
H -2.61798 1.78590 -10.71408
H -2.21043 0.08991 -10.28957
Cl -1.93818 4.30115 -11.58600
C -0.24909 4.77054 -11.52777
Cl 0.00172 6.50064 -11.90868
H 0.15965 4.52962 -10.55608
H 0.27684 4.28858 -12.34501
Cl -3.57980 -0.78401 -12.67737
C -2.84658 -2.42671 -12.76344
Cl -1.15326 -2.37394 -12.24432
H -3.43410 -3.04987 -12.10527
H -2.86738 -2.71254 -13.80528
*
```

Output
- Structure (SMILES): c1ccncc1.ClCCl.ClCCl.ClCCl.ClCCl.ClCCl
- Highest occupied orbital energy: -9.6 eV
- Frontier orbital gap: 10.032 eV
- Energy above the lowest of the compared OMol25 structures with the same formula, charge and spin: 0.0 kcal per mole
- F_max: 1.135 eV Å⁻¹

---

No. 5
A cluster of 2 separate species, C4H11N2O in total at a distorted geometry. Source: OMol25; level of theory: ωB97M-V/def2-TZVPD.

Geometry as ORCA input:
```
! wB97M-V def2-TZVPD RIJCOSX def2/J DEFGRID3
* xyz 1 1
C 0.88395 2.25707 0.11233
C 1.47500 0.88241 -0.06294
C 1.03187 -0.11331 0.73983
C -1.61445 -0.90931 -0.51091
N -1.59637 -2.12123 -0.07667
N -2.32379 0.01991 0.14817
O -0.92199 -0.55662 -1.53434
H 1.60902 3.03506 0.01907
H 0.07798 2.24012 -0.71262
H 2.23017 0.64281 -0.70712
H 1.37584 -1.14763 0.79034
H -0.67503 0.35399 -1.43449
H -1.97806 -2.35402 0.79461
H -0.79393 -2.66017 -0.55043
H -2.46897 0.94424 -0.11812
H -2.90781 -0.37646 0.82173
H 0.35872 0.06792 1.61777
H 0.39815 2.28664 1.07961
*
```

Output
- Highest occupied orbital energy: -13.4 eV
- Frontier orbital gap: 9.980 eV
- Energy above the lowest of the compared OMol25 structures with the same formula, charge and spin: 50.9 kcal per mole
- F_max: 4.632 eV Å⁻¹

---

No. 6
A structure of composition C36H31AsClN2O5PRuS at a distorted geometry. Source: OMol25; level of theory: ωB97M-V/def2-TZVPD.

Geometry as ORCA input:
```
! wB97M-V def2-TZVPD RIJCOSX def2/J DEFGRID3
* xyz -1 2
Ru 1.28067 0.27838 1.97542
O 4.71106 0.68547 4.90062
C 3.50902 0.76231 4.34068
O 3.35909 1.10621 3.20739
C 2.38127 0.36057 5.17777
C 2.48072 -0.04572 6.49719
C 1.33217 -0.50516 7.12289
C 0.15697 -0.57923 6.40097
C 0.16585 -0.15876 5.07749
N 1.24448 0.33705 4.50244
C -1.04733 -0.30229 4.17010
O -2.09852 -0.69786 4.66430
O -0.84422 0.03313 2.95708
H 5.35179 0.78915 4.17868
H 3.43480 -0.01870 7.00434
H 1.36881 -0.83425 8.15349
H -0.76648 -0.97166 6.80329
C 0.55070 2.95561 3.06843
C 1.00878 2.27285 1.77244
O 1.30979 2.97155 0.82793
H 0.30119 3.99552 2.84411
H 1.38172 2.93148 3.77409
H -0.28743 2.43598 3.53064
Cl 1.87537 -2.05396 2.72893
S 2.88817 0.10631 0.36903
C 4.30566 -0.38805 1.14351
N 5.30631 -0.73369 1.60923
C 0.18920 0.14550 -1.38790
C 0.42952 1.57087 -1.83358
As 0.45905 1.84825 -3.78977
C -1.22984 0.94137 -4.20629
C -2.36319 1.74760 -4.28903
C -3.61937 1.19416 -4.49406
C -3.75786 -0.17973 -4.62961
C -2.63610 -0.99428 -4.55132
C -1.38206 -0.43729 -4.33707
C 1.73039 0.45320 -4.30403
C 1.69628 -0.11344 -5.57671
C 2.65730 -1.03418 -5.96921
C 3.67466 -1.39562 -5.09553
C 3.72817 -0.82470 -3.83263
C 2.76611 0.09826 -3.44267
P -0.29349 -0.04877 0.39731
C -1.87515 0.88511 0.28706
C -2.11292 2.11247 0.88385
C -3.27598 2.82285 0.61385
C -4.22121 2.31784 -0.26604
C -3.99477 1.08888 -0.87221
C -2.83523 0.38179 -0.59596
C -0.82351 -1.78464 0.43131
C -0.03857 -2.73177 -0.22072
C -0.36107 -4.07927 -0.14615
C -1.46048 -4.48772 0.59419
C -2.22742 -3.54648 1.26891
C -1.90951 -2.19983 1.19568
H 1.06495 -0.47727 -1.58628
H -0.64255 -0.29519 -1.94018
H 1.34831 1.98582 -1.41341
H -0.36608 2.23733 -1.48924
H -2.26524 2.82245 -4.18140
H -4.48976 1.83729 -4.54365
H -4.73620 -0.61559 -4.79192
H -2.73695 -2.06894 -4.64231
H -0.51844 -1.08593 -4.25621
H 0.90483 0.15618 -6.26749
H 2.61012 -1.47147 -6.95929
H 4.42207 -2.11828 -5.39862
H 4.51209 -1.10014 -3.13790
H 2.82792 0.52579 -2.44925
H -1.40063 2.54033 1.57528
H -3.43411 3.77880 1.09765
H -5.12742 2.87314 -0.47474
H -4.71480 0.67669 -1.56885
H -2.68074 -0.57374 -1.08224
H 0.85140 -2.43172 -0.76079
H 0.26297 -4.80771 -0.64913
H -1.70839 -5.54029 0.66163
H -3.06927 -3.85904 1.87400
H -2.48744 -1.47117 1.75014
*
```

Output
- Highest occupied orbital energy (alpha / beta): -5.2 / -5.2 eV
- Frontier orbital gap (alpha / beta): 7.515 / 7.326 eV
- Energy above the lowest of the compared OMol25 structures with the same formula, charge and spin: 24.6 kcal per mole
- F_max: 1.213 eV Å⁻¹

---

No. 7
A cluster of 13 separate species, C78H65N13O26 in total at a distorted geometry. Source: OMol25; level of theory: ωB97M-V/def2-TZVPD.

Geometry as ORCA input:
```
! wB97M-V def2-TZVPD RIJCOSX def2/J DEFGRID3
* xyz 0 1
C 3.91341 3.28800 -10.83923
C 4.77968 3.28488 -11.92644
C 4.42981 4.04462 -13.04324
C 3.29696 4.84094 -13.04946
C 2.48243 4.87442 -11.90486
C 2.75783 4.05528 -10.83169
N 3.05551 5.72212 -14.18298
O 2.11102 6.48820 -14.11194
O 3.81994 5.68621 -15.12507
H 4.25630 2.71642 -9.98543
H 5.56614 2.54842 -12.00333
H 5.08657 4.06389 -13.90445
H 1.70548 5.62719 -11.88787
H 2.08623 4.01129 -9.98716
C 0.80172 10.20778 -6.17712
C 1.46493 10.75660 -7.25957
C 1.98736 9.97445 -8.28218
C 1.80881 8.59763 -8.23828
C 1.14174 8.04061 -7.15722
C 0.70556 8.82106 -6.10385
N 2.30515 7.70248 -9.28348
O 3.15392 8.06758 -10.07609
O 1.91822 6.54919 -9.25910
H 0.37199 10.79607 -5.37887
H 1.56230 11.82846 -7.36086
H 2.54251 10.39087 -9.11360
H 1.02727 6.96371 -7.17306
H 0.23303 8.33178 -5.26254
C -4.07876 3.03148 -4.29630
C -3.42603 2.47331 -5.40701
C -2.31305 3.16863 -5.89831
C -1.83319 4.27450 -5.22214
C -2.43335 4.75717 -4.07349
C -3.61587 4.17983 -3.65788
N -0.77668 5.10161 -5.81220
O -0.07737 5.74708 -5.05364
O -0.73482 5.18367 -7.01992
H -4.95756 2.51222 -3.93470
H -3.82158 1.66418 -5.99981
H -1.81842 2.78630 -6.78084
H -2.09148 5.60086 -3.49122
H -4.12249 4.55213 -2.77856
C -3.31570 16.96771 -5.13613
C -3.59703 15.95618 -4.21779
C -2.90541 14.76832 -4.33296
C -1.91134 14.59663 -5.28250
C -1.58810 15.64871 -6.14443
C -2.32370 16.83252 -6.07162
N -1.34454 13.27351 -5.56539
O -1.82326 12.34852 -4.94318
O -0.37942 13.20870 -6.28283
H -3.74024 17.95437 -4.98686
H -4.31386 16.14243 -3.43278
H -3.14355 13.90735 -3.72016
H -0.77539 15.57933 -6.85185
H -2.01415 17.61205 -6.75395
C 2.31306 14.33512 -5.13850
C 2.32715 14.49328 -6.52065
C 3.28624 13.87943 -7.28255
C 4.03722 12.84690 -6.73019
C 3.84575 12.51381 -5.39969
C 3.02811 13.30356 -4.57291
N 5.06898 12.12941 -7.46660
O 4.92230 11.99511 -8.66484
O 6.01631 11.69138 -6.85196
H 1.57251 14.85329 -4.53999
H 1.63226 15.18418 -6.97988
H 3.50575 14.14324 -8.30880
H 4.35465 11.68145 -4.93202
H 2.99637 12.96458 -3.54652
C -1.10127 14.57307 -9.36897
C -1.28236 13.20853 -9.33368
C -2.49720 12.60251 -9.54828
C -3.55660 13.40103 -9.98145
C -3.38403 14.76910 -10.08711
C -2.17632 15.37535 -9.76643
N -4.89775 12.84698 -10.17324
O -5.83553 13.60263 -10.01368
O -5.01507 11.67777 -10.47081
H -0.07188 14.89513 -9.27453
H -0.49305 12.50477 -9.09093
H -2.63119 11.53618 -9.42937
H -4.16550 15.40339 -10.48353
H -2.01590 16.42580 -9.96431
C 5.67000 8.39854 -12.00173
C 6.26640 9.53828 -12.54396
C 6.87897 9.44174 -13.79415
C 6.90865 8.23971 -14.47824
C 6.23430 7.15464 -13.96657
C 5.70720 7.19163 -12.68493
N 7.65464 8.15403 -15.74130
O 8.01656 9.19013 -16.24849
O 7.76761 7.06672 -16.25514
H 5.19992 8.43867 -11.02926
H 6.29364 10.43849 -11.94714
H 7.39844 10.30527 -14.18889
H 6.28221 6.25344 -14.56901
H 5.21283 6.30194 -12.31851
C 3.34345 9.20367 -14.81549
C 2.62274 9.25456 -13.64659
C 1.46381 9.99139 -13.50205
C 1.00130 10.67568 -14.61887
C 1.76195 10.75395 -15.78068
C 2.94294 10.02861 -15.88634
N -0.28779 11.38516 -14.53942
O -0.90198 11.28952 -13.50850
O -0.64083 11.99005 -15.51879
H 4.28901 8.69989 -14.94850
H 2.90517 8.65331 -12.78890
H 0.90500 9.92140 -12.58160
H 1.35014 11.28160 -16.62978
H 3.53977 9.91591 -16.78099
C -2.77372 9.18231 -4.80671
C -3.17517 7.94275 -5.31445
C -4.33358 7.38072 -4.79430
C -5.03904 8.00431 -3.77694
C -4.62079 9.22766 -3.27821
C -3.49132 9.84238 -3.81488
N -6.29882 7.39684 -3.29866
O -7.03847 6.93112 -4.13882
O -6.49550 7.40676 -2.10573
H -1.89176 9.63679 -5.24037
H -2.59107 7.51726 -6.11826
H -4.72734 6.44830 -5.17880
H -5.16295 9.76700 -2.51260
H -3.14375 10.81589 -3.50828
C 3.73353 4.82682 -3.16798
C 4.73659 5.74567 -3.36268
C 4.47376 7.10656 -3.27793
C 3.17095 7.51872 -3.10101
C 2.12635 6.60570 -2.96732
C 2.41866 5.25327 -2.99249
N 2.86110 8.95019 -3.09175
O 1.68789 9.27971 -3.03170
O 3.77947 9.74265 -3.00693
H 3.94125 3.76478 -3.13924
H 5.76137 5.42697 -3.50187
H 5.27224 7.83558 -3.28185
H 1.11379 6.97823 -2.93678
H 1.58796 4.56299 -2.94163
C -1.10818 12.21507 -1.42587
C 0.04784 11.57565 -1.83017
C 1.18440 11.61609 -0.99855
C 1.12608 12.29498 0.19692
C -0.04728 12.91037 0.60621
C -1.13478 12.93494 -0.23026
N 2.36196 12.50538 0.98324
O 2.25472 13.16908 1.98293
O 3.38955 12.06197 0.54088
H -1.98933 12.07109 -2.03746
H 0.13425 11.02112 -2.75184
H 2.07333 11.10949 -1.34728
H -0.08941 13.37877 1.57956
H -2.09069 13.32293 0.09650
C 4.36159 5.41322 -6.96290
C 4.98873 4.19977 -7.26292
C 6.05350 4.17461 -8.14751
C 6.45448 5.36328 -8.75392
C 5.80188 6.56698 -8.52757
C 4.78250 6.57349 -7.57313
N 7.55755 5.31892 -9.71966
O 8.28663 4.34875 -9.71745
O 7.67240 6.26601 -10.46491
H 3.47447 5.41135 -6.34223
H 4.59982 3.30285 -6.80006
H 6.61992 3.27575 -8.34713
H 6.14048 7.43284 -9.07612
H 4.32428 7.51559 -7.29666
C 4.73021 14.32601 -14.37555
C 4.34030 13.00038 -14.15617
C 3.61428 12.70581 -13.00344
C 3.27283 13.72064 -12.12824
C 3.49165 15.04373 -12.43220
C 4.24855 15.35107 -13.56391
N 2.45402 13.33764 -10.97208
O 2.23901 12.16645 -10.79729
O 2.04080 14.22880 -10.25663
H 5.26953 14.50023 -15.29783
H 4.54389 12.24370 -14.89884
H 3.51563 11.66245 -12.74066
H 3.11001 15.84648 -11.81890
H 4.43534 16.36815 -13.87661
*
```

Output
- Highest occupied orbital energy: -9.6 eV
- Frontier orbital gap: 8.457 eV
- Energy above the lowest of the compared OMol25 structures with the same formula, charge and spin: 32.9 kcal per mole
- F_max: 1.963 eV Å⁻¹

---

No. 8
An isolated molecule of C3H2O3S. Source: OMol25; level of theory: ωB97M-V/def2-TZVPD.

Geometry as ORCA input:
```
! wB97M-V def2-TZVPD RIJCOSX def2/J DEFGRID3
* xyz 0 1
O 2.53727 -0.84502 -0.00032
C 1.50777 -0.26561 0.00196
O 1.32563 1.06312 -0.00401
C -0.05539 1.36872 0.00046
C -0.73146 0.01908 -0.00029
S -2.29603 -0.32580 0.00002
O 0.26784 -0.89390 0.00097
H -0.30507 1.94929 0.89665
H -0.33002 1.93675 -0.88281
*
```

Output
- Structure (SMILES): O=C1OCC(=S)O1
- Highest occupied orbital energy: -9.8 eV
- Frontier orbital gap: 9.303 eV
- Energy above the lowest of the compared OMol25 structures with the same formula, charge and spin: 14.9 kcal per mole
- F_max: 0.559 eV Å⁻¹

---

The electronic energy results, record by record, are as follows: -207.826100; -1490.025503; -303.815497; -5046.690287; -343.482969; -5406.738099; -5678.174853; -739.427477 hartree.